## one
The following is a DFT calculation (ωB97M-V/def2-TZVPD) of one molecule with the formula C4H4Cl4.

HOMO energy: -9.35 eV
structure (SMILES): C/C(Cl)=C/C(Cl)(Cl)Cl

Each line ends with the Mulliken charge.
Atoms and positions in Å:
1 C -0.403 -0.682 -0.365  -1.3438
2 C 1.021 -0.636 -0.059  0.8162
3 Cl 1.506 -2.221 0.406  -0.1809
4 C 2.043 0.402 -0.217  -0.7910
5 C 3.512 0.273 -0.074  0.4661
6 Cl 4.094 -0.428 -1.574  -0.0917
7 Cl 4.062 -0.862 1.329  -0.1569
8 Cl 4.299 1.828 0.162  -0.1354
9 H -0.812 -1.610 -0.383  0.4525
10 H -1.004 -0.108 0.323  0.3091
11 H -0.753 -0.290 -1.306  0.3273
12 H 1.833 1.422 -0.544  0.3285



## two
The following is a DFT calculation (ωB97M-V/def2-TZVPD) of one molecule with the formula C4H4Cl4.

HOMO energy: -10.69 eV
structure (SMILES): C=C(C(Cl)Cl)C(Cl)Cl

Each line ends with the Mulliken charge.
Atoms and positions in Å:
1 C 0.001 1.591 -0.002  -1.0390
2 C -0.014 0.277 -0.021  0.0625
3 C 1.248 -0.599 -0.197  0.1974
4 Cl 1.649 -1.438 1.340  -0.1633
5 Cl 2.667 0.292 -0.772  -0.1672
6 C -1.228 -0.549 0.160  0.2654
7 Cl -2.653 0.319 0.761  -0.1769
8 Cl -1.664 -1.483 -1.280  -0.1622
9 H -0.913 2.109 0.052  0.3093
10 H 0.915 2.125 -0.094  0.2986
11 H 0.939 -1.348 -0.868  0.3096
12 H -0.948 -1.295 0.921  0.2658



Computed energies relative to the best structure, in hartree: one 0.0434; two 0.0000



## one
The following is a DFT calculation (ωB97M-V/def2-TZVPD) of C6H10 as an isolated structure.

HOMO energy (spin up / spin down): -0.78 / -0.82 eV
2S+1: 2
total charge: -1

Each line ends with the Mulliken charge.
Atoms and positions in Å:
1 C -2.029 1.048 -0.346  -0.8746
2 C -1.679 -0.388 -0.321  -0.6878
3 C -0.213 -0.813 -0.237  0.0931
4 C 0.293 -0.734 1.165  -0.6313
5 C 0.894 0.169 0.102  -0.1756
6 C 2.361 -0.160 -0.249  -1.5694
7 H -2.908 1.415 -0.866  0.2714
8 H -1.277 1.807 -0.222  0.2207
9 H -1.905 0.373 0.669  0.1953
10 H -2.320 -1.240 -0.492  0.4390
11 H 0.028 -1.612 -0.948  0.2076
12 H -0.029 -0.147 2.015  0.1500
13 H 0.714 1.215 0.296  0.2001
14 H 2.877 0.110 0.688  0.3781
15 H 2.815 0.204 -1.171  0.4007
16 H 2.378 -1.247 -0.081  0.3828



## two
The following is a DFT calculation (ωB97M-V/def2-TZVPD) of an isolated ion of composition C6H10 and charge -1.

HOMO energy (spin up / spin down): 0.44 / -2.54 eV
2S+1: 2
total charge: -1

Each line ends with the Mulliken charge.
Atoms and positions in Å:
1 C -1.168 0.002 -1.268  -0.5585
2 C -1.012 -0.984 -2.139  -0.8193
3 C 0.993 -0.372 -0.088  -0.4620
4 C -0.223 0.301 -0.115  0.7413
5 C -0.853 1.035 1.044  -1.2058
6 C 1.792 -0.169 1.198  -1.2286
7 H -2.069 0.581 -1.275  0.3216
8 H -0.040 -1.498 -2.133  0.2033
9 H -1.574 -1.185 -3.079  0.2307
10 H 1.647 -0.483 -0.976  0.0676
11 H -1.923 0.627 1.182  0.2498
12 H -1.034 2.021 0.890  0.3036
13 H -0.374 0.612 1.939  0.3039
14 H 2.657 -0.914 1.184  0.3550
15 H 1.211 -0.472 2.141  0.2260
16 H 1.971 0.899 1.493  0.2714



Computed energies relative to the best structure, in hartree: one 0.1464; two 0.0000



## one
The following is a DFT calculation (ωB97M-V/def2-TZVPD) of one molecule with the formula C2HFN2OS.

HOMO energy: -9.43 eV
structure (SMILES): Fc1n[nH]oc1=S

Each line ends with the Mulliken charge.
Atoms and positions in Å:
1 F -0.749 -1.452 1.335  -0.2184
2 C -0.553 -0.822 0.188  0.4696
3 N -1.145 -1.096 -0.906  -0.3212
4 N -0.647 -0.244 -1.873  -0.0215
5 O 0.028 0.848 -1.110  -0.2194
6 C 0.272 0.439 0.139  0.3655
7 S 1.374 1.108 1.053  -0.3177
8 H -1.240 0.239 -2.498  0.2632



## two
The following is a DFT calculation (ωB97M-V/def2-TZVPD) of a 2-piece molecular cluster, C2HFN2OS overall.

HOMO energy: -9.36 eV

Each line ends with the Mulliken charge.
Atoms and positions in Å:
1 C 0.906 -0.786 0.163  0.6165
2 C -0.614 0.335 -0.680  0.2676
3 H -1.118 1.237 1.293  0.4217
4 N 0.196 -0.546 1.246  -0.4594
5 N -0.888 0.066 0.568  -0.0961
6 O 0.576 -0.341 -1.010  -0.1749
7 F 2.165 -1.408 0.045  -0.2158
8 S -1.223 1.444 -1.625  -0.3596



Computed energies relative to the best structure, in hartree: one 0.0000; two 0.0185



## one
The following is a DFT calculation (ωB97M-V/def2-TZVPD) of one molecule with the formula C4H8N4O2.

HOMO energy: -8.95 eV
structure (SMILES): NNC(=O)/C=C\C(=O)NN

Each line ends with the Mulliken charge.
Atoms and positions in Å:
1 N -0.113 -2.210 -0.730  -0.6128
2 N 0.918 -1.423 -0.106  -0.0647
3 C 0.550 -1.009 1.262  0.1961
4 O 1.455 -0.573 2.035  -0.5650
5 C -0.837 -0.302 1.192  -0.1081
6 C -1.076 0.541 0.199  -0.3377
7 C -0.321 0.641 -1.170  0.5836
8 O -0.493 -0.090 -2.159  -0.6980
9 N 0.391 1.775 -1.010  -0.0440
10 N 0.699 2.150 0.275  -0.6928
11 H -0.401 -1.817 -1.665  0.3178
12 H -0.883 -2.600 -0.298  0.2426
13 H 1.890 -2.011 -0.006  0.3050
14 H -1.593 -0.159 2.090  0.2766
15 H -2.218 0.909 0.422  0.2057
16 H 0.993 2.207 -1.793  0.2694
17 H -0.089 2.618 0.817  0.3422
18 H 1.127 1.355 0.645  0.3843



## two
The following is a DFT calculation (ωB97M-V/def2-TZVPD) of one molecule with the formula C4H8N4O2.

HOMO energy: -9.48 eV
structure (SMILES): O=NN1CCN(N=O)CC1

Each line ends with the Mulliken charge.
Atoms and positions in Å:
1 O 1.030 -2.298 2.008  -0.4803
2 N 1.090 -2.146 0.756  -0.1640
3 N 0.985 -0.844 0.372  0.4867
4 C 0.632 0.244 1.196  -0.7134
5 C -0.882 0.583 0.964  -1.5013
6 N -1.092 0.843 -0.411  0.4132
7 N -0.976 2.098 -1.016  -0.0897
8 O -0.865 2.973 -0.127  -0.4606
9 C -0.701 -0.272 -1.343  -0.4205
10 C 0.762 -0.643 -1.102  -0.6788
11 H 0.728 -0.070 2.004  0.6553
12 H 1.472 1.024 0.799  0.2820
13 H -1.372 -0.178 1.217  0.6597
14 H -1.039 1.289 1.449  0.7194
15 H -0.882 0.237 -2.478  0.3431
16 H -1.414 -1.200 -0.963  0.2700
17 H 1.127 -1.644 -1.750  0.3002
18 H 1.397 0.003 -1.574  0.3791



Computed energies relative to the best structure, in hartree: one 0.0000; two 0.1594